No. 1
The following is a DFT calculation (the ωB97M-V functional and the def2-TZVPD basis) of a 8-piece molecular cluster, C23H28F7N5O23P overall.

Last columns: bonded neighbours and bond lengths (Å).
Element x y z (Å)
1 N 2.517 -0.357 -2.291  P2 1.621, H11 1.044
2 P 2.356 -1.508 -3.421  N1 1.621, O3 1.749, O4 1.773, N5 1.792
3 O 3.461 -2.795 -2.992  P2 1.749, H12 1.022
4 O 2.852 -0.949 -5.029  P2 1.773, H13 1.014
5 N 0.680 -2.111 -3.618  P2 1.792, N6 1.392, C9 1.540
6 N -0.367 -1.220 -3.400  N5 1.392, C7 1.513, H14 1.050
7 C -1.598 -2.052 -3.688  N6 1.513, N8 1.531, H15 1.170
8 N -1.285 -3.491 -4.107  C7 1.531, C9 1.537
9 C 0.251 -3.525 -4.052  N5 1.540, N8 1.537, N10 1.374
10 N 1.122 -4.543 -4.354  C9 1.374, H16 1.055, H17 1.055
11 H 1.584 -0.198 -1.849  N1 1.044
12 H 4.371 -2.430 -3.278  O3 1.022
13 H 2.014 -0.882 -5.595  O4 1.014
14 H -0.356 -0.209 -3.120  N6 1.050
15 H -2.673 -1.593 -3.631  C7 1.170
16 H 1.127 -5.402 -3.740  N10 1.055
17 H 1.814 -4.521 -5.151  N10 1.055
18 C 3.872 2.323 -2.305  C19 1.491, O23 1.413, H25 1.095, H26 1.093
19 C 5.203 2.854 -2.717  C18 1.491, O20 1.410, F24 1.352, H27 1.095
20 O 4.902 4.129 -3.238  C19 1.410, C21 1.363
21 C 3.790 4.534 -2.563  O20 1.363, O22 1.220, O23 1.368
22 O 3.388 5.686 -2.535  C21 1.220
23 O 3.182 3.494 -1.915  C18 1.413, C21 1.368
24 F 5.736 2.104 -3.708  C19 1.352
25 H 3.334 1.843 -3.130  C18 1.095
26 H 3.945 1.616 -1.475  C18 1.093
27 H 5.921 2.952 -1.896  C19 1.095
28 C 3.581 -0.119 2.629  C29 1.491, O33 1.413, H35 1.095, H36 1.093
29 C 3.678 -0.385 1.166  C28 1.491, O30 1.410, F34 1.352, H37 1.095
30 O 3.537 0.894 0.589  C29 1.410, C31 1.363
31 C 4.031 1.759 1.518  O30 1.363, O32 1.220, O33 1.368
32 O 4.333 2.917 1.283  C31 1.220
33 O 4.155 1.168 2.746  C28 1.413, C31 1.368
34 F 2.650 -1.157 0.747  C29 1.352
35 H 2.546 -0.088 2.987  C28 1.095
36 H 4.135 -0.850 3.223  C28 1.093
37 H 4.629 -0.828 0.852  C29 1.095
38 C 3.162 -6.487 -0.271  C39 1.491, O43 1.413, H45 1.095, H46 1.093
39 C 4.365 -6.748 -1.111  C38 1.491, O40 1.410, F44 1.352, H47 1.095
40 O 3.873 -7.575 -2.141  C39 1.410, C41 1.363
41 C 2.566 -7.220 -2.288  O40 1.363, O42 1.220, O43 1.368
42 O 1.882 -7.512 -3.255  C41 1.220
43 O 2.117 -6.489 -1.222  C38 1.413, C41 1.368
44 F 5.296 -7.440 -0.417  C39 1.352
45 H 2.981 -7.275 0.468  C38 1.095
46 H 3.217 -5.526 0.248  C38 1.093
47 H 4.814 -5.848 -1.543  C39 1.095
48 C 0.015 5.901 -3.080  C49 1.491, O53 1.413, H55 1.095, H56 1.093
49 C -0.639 7.211 -2.802  C48 1.491, O50 1.410, F54 1.352, H57 1.095
50 O -1.956 6.854 -2.449  C49 1.410, C51 1.363
51 C -1.851 5.612 -1.898  O50 1.363, O52 1.220, O53 1.368
52 O -2.724 5.085 -1.229  C51 1.220
53 O -0.645 5.032 -2.181  C48 1.413, C51 1.368
54 F -0.688 7.972 -3.918  C49 1.352
55 H -0.149 5.554 -4.105  C48 1.095
56 H 1.091 5.923 -2.885  C48 1.093
57 H -0.179 7.777 -1.985  C49 1.095
58 C -5.162 3.202 0.540  C59 1.491, O63 1.413, H65 1.095, H66 1.093
59 C -4.664 1.976 -0.146  C58 1.491, O60 1.410, F64 1.352, H67 1.095
60 O -5.227 0.926 0.606  C59 1.410, C61 1.363
61 C -6.390 1.432 1.106  O60 1.363, O62 1.220, O63 1.368
62 O -7.286 0.751 1.576  C61 1.220
63 O -6.431 2.796 1.010  C58 1.413, C61 1.368
64 F -3.317 1.888 -0.058  C59 1.352
65 H -4.537 3.496 1.390  C58 1.095
66 H -5.250 4.053 -0.141  C58 1.093
67 H -4.976 1.889 -1.192  C59 1.095
68 C 1.625 1.614 6.634  C69 1.491, O73 1.413, H75 1.095, H76 1.093
69 C 1.725 0.488 7.606  C68 1.491, O70 1.410, F74 1.352, H77 1.095
70 O 1.679 -0.659 6.787  C69 1.410, C71 1.363
71 C 2.215 -0.268 5.598  O70 1.363, O72 1.220, O73 1.368
72 O 2.597 -1.038 4.733  C71 1.220
73 O 2.281 1.095 5.495  C68 1.413, C71 1.368
74 F 0.655 0.466 8.431  C69 1.352
75 H 0.589 1.859 6.376  C68 1.095
76 H 2.121 2.519 6.994  C68 1.093
77 H 2.650 0.484 8.193  C69 1.095
78 C -8.824 -1.122 3.829  C79 1.491, O83 1.413, H85 1.095, H86 1.093
79 C -8.326 -2.348 3.144  C78 1.491, O80 1.410, F84 1.352, H87 1.095
80 O -8.890 -3.398 3.896  C79 1.410, C81 1.363
81 C -10.052 -2.892 4.396  O80 1.363, O82 1.220, O83 1.368
82 O -10.949 -3.572 4.865  C81 1.220
83 O -10.094 -1.528 4.300  C78 1.413, C81 1.368
84 F -6.980 -2.436 3.232  C79 1.352
85 H -8.199 -0.828 4.679  C78 1.095
86 H -8.912 -0.271 3.148  C78 1.093
87 H -8.638 -2.435 2.097  C79 1.095

Values from the calculation:
E_HOMO: -12.08 eV
DFT total energy: -107148.4742 eV
Gap between HOMO and LUMO: 6.834 eV
Spin multiplicity: 1
Net charge: +1

=====

No. 2
The following is a DFT calculation (the ωB97M-V functional and the def2-TZVPD basis) of a 2-piece molecular cluster, C4H7N3 overall.

Last columns: bonded neighbours and bond lengths (Å).
Element x y z (Å)
1 C 2.330 0.105 -0.036  C4 1.399, N5 1.139
2 C -1.239 -0.767 0.353  C3 1.520, N6 1.497, H8 1.080, H9 1.177
3 C -1.188 0.751 0.309  C2 1.520, N7 1.429, H10 1.107, H11 1.132
4 C 0.932 0.077 0.020  C1 1.399, N6 1.396, N7 1.327
5 N 3.459 -0.017 -0.111  C1 1.139
6 N 0.217 -1.100 0.252  C2 1.497, C4 1.396, H13 1.025
7 N 0.191 1.112 0.398  C3 1.429, C4 1.327, H14 1.075
8 H -1.760 -1.366 1.085  C2 1.080
9 H -1.849 -1.060 -0.611  C2 1.177
10 H -1.514 0.980 -0.725  C3 1.107
11 H -1.807 1.096 1.192  C3 1.132
12 H 1.242 0.155 -1.770  no bonds
13 H 0.375 -1.953 -0.293  N6 1.025
14 H 0.610 1.987 -0.064  N7 1.075

Values from the calculation:
Energy relative to the best compared isomer or geometry (same formula, charge and spin): 1.697 eV
E_HOMO (spin up / spin down): -5.69 / -9.59 eV
DFT total energy: -8725.3708 eV
Gap between HOMO and LUMO (spin up / spin down): 6.445 / 8.212 eV
Spin multiplicity: 3
Net charge: 0

=====

No. 3
The following is a DFT calculation (the ωB97M-V functional and the def2-TZVPD basis) of a 6-piece molecular cluster, C24H63ClN5O11 overall.

Last columns: bonded neighbours and bond lengths (Å).
Element x y z (Å)
1 Cl 0.738 -0.218 0.078  O2 1.476, O3 1.440, O4 1.432, O5 1.447
2 O 1.802 -1.233 -0.047  Cl1 1.476
3 O -0.379 -0.697 -0.694  Cl1 1.440
4 O 0.337 -0.116 1.448  Cl1 1.432
5 O 1.233 1.028 -0.467  Cl1 1.447
6 C 0.863 0.403 5.172  O7 1.396, H15 1.098, H16 1.108, H17 1.087
7 O 1.494 -0.839 5.266  C6 1.396, C8 1.410
8 C 2.210 -1.005 6.468  O7 1.410, C9 1.526, H18 1.098, H19 1.094
9 C 3.300 -2.042 6.214  C8 1.526, N10 1.483, H20 1.101, H21 1.092
10 N 2.752 -3.419 6.145  C9 1.483, C11 1.507, H22 1.020
11 C 2.947 -4.104 7.472  N10 1.507, C12 1.506, H23 1.102, H24 1.090
12 C 2.293 -3.471 8.672  C11 1.506, O13 1.404, H25 1.098, H26 1.105
13 O 0.898 -3.625 8.617  C12 1.404, C14 1.413
14 C 0.269 -3.225 9.818  O13 1.413, H27 1.088, H28 1.098, H29 1.096
15 H 1.473 1.240 5.537  C6 1.098
16 H -0.031 0.445 5.824  C6 1.108
17 H 0.485 0.591 4.170  C6 1.087
18 H 1.526 -1.447 7.205  C8 1.098
19 H 2.624 -0.059 6.830  C8 1.094
20 H 4.106 -2.010 6.962  C9 1.101
21 H 3.767 -1.759 5.268  C9 1.092
22 H 3.490 -3.928 5.658  N10 1.020
23 H 4.021 -4.140 7.718  C11 1.102
24 H 2.569 -5.108 7.278  C11 1.090
25 H 2.567 -2.418 8.822  C12 1.098
26 H 2.731 -3.965 9.558  C12 1.105
27 H -0.780 -2.989 9.654  C14 1.088
28 H 0.721 -2.298 10.196  C14 1.098
29 H 0.389 -4.039 10.541  C14 1.096
30 C -9.268 3.053 -5.348  O31 1.398, H39 1.100, H40 1.089, H41 1.096
31 O -8.821 2.962 -4.027  C30 1.398, C32 1.434
32 C -7.392 3.006 -3.915  O31 1.434, C33 1.509, H42 1.093, H43 1.097
33 C -7.085 2.771 -2.456  C32 1.509, N34 1.454, H44 1.097, H45 1.097
34 N -5.659 2.646 -2.196  C33 1.454, C35 1.446, H46 1.017
35 C -5.203 2.768 -0.829  N34 1.446, C36 1.511, H47 1.094, H48 1.098
36 C -5.389 1.500 -0.028  C35 1.511, O37 1.409, H49 1.100, H50 1.100
37 O -4.908 0.330 -0.646  C36 1.409, C38 1.432
38 C -3.479 0.270 -0.685  O37 1.432, H51 1.089, H52 1.089, H53 1.089
39 H -9.016 4.026 -5.793  C30 1.100
40 H -10.355 2.993 -5.329  C30 1.089
41 H -8.856 2.265 -5.989  C30 1.096
42 H -7.073 3.983 -4.286  C32 1.093
43 H -7.019 2.196 -4.553  C32 1.097
44 H -7.649 1.917 -2.061  C33 1.097
45 H -7.490 3.628 -1.905  C33 1.097
46 H -5.396 1.718 -2.517  N34 1.017
47 H -5.698 3.614 -0.341  C35 1.094
48 H -4.147 3.067 -0.841  C35 1.098
49 H -6.471 1.347 0.101  C36 1.100
50 H -5.053 1.549 1.018  C36 1.100
51 H -2.987 1.228 -0.845  C38 1.089
52 H -3.229 -0.346 -1.547  C38 1.089
53 H -3.100 -0.198 0.223  C38 1.089
54 C 4.869 1.532 -5.074  C55 1.526, H60 1.094, H61 1.091, H62 1.091
55 C 4.397 1.867 -3.662  C54 1.526, C56 1.540, N59 1.458, H63 1.102
56 C 3.856 3.305 -3.557  C55 1.540, O57 1.424, H64 1.090, H65 1.095
57 O 3.015 3.679 -4.643  C56 1.424, C58 1.432
58 C 1.622 3.460 -4.392  O57 1.432, H66 1.086, H67 1.092, H68 1.090
59 N 3.605 0.773 -3.112  C55 1.458, H69 1.016, H70 1.019
60 H 4.101 1.728 -5.828  C54 1.094
61 H 5.099 0.475 -5.212  C54 1.091
62 H 5.751 2.124 -5.325  C54 1.091
63 H 5.343 1.918 -3.100  C55 1.102
64 H 4.712 3.980 -3.575  C56 1.090
65 H 3.304 3.379 -2.614  C56 1.095
66 H 1.094 3.610 -5.329  C58 1.086
67 H 1.255 4.111 -3.596  C58 1.092
68 H 1.568 2.416 -4.087  C58 1.090
69 H 2.795 0.589 -3.697  N59 1.016
70 H 3.211 1.012 -2.203  N59 1.019
71 C -3.173 1.562 -6.261  C72 1.529, H77 1.098, H78 1.088, H79 1.088
72 C -1.649 1.692 -6.266  C71 1.529, C73 1.525, N76 1.478, H80 1.098
73 C -1.050 1.205 -4.951  C72 1.525, O74 1.392, H81 1.099, H82 1.104
74 O -1.166 2.207 -3.992  C73 1.392, C75 1.427
75 C -0.623 1.901 -2.708  O74 1.427, H83 1.091, H84 1.085, H85 1.091
76 N -1.144 0.818 -7.345  C72 1.478, H86 1.018, H87 1.016
77 H -3.495 2.116 -5.369  C71 1.098
78 H -3.429 0.510 -6.162  C71 1.088
79 H -3.639 2.014 -7.134  C71 1.088
80 H -1.411 2.757 -6.391  C72 1.098
81 H -0.019 0.849 -5.089  C73 1.099
82 H -1.656 0.334 -4.647  C73 1.104
83 H -0.308 2.817 -2.206  C75 1.091
84 H 0.179 1.177 -2.809  C75 1.085
85 H -1.475 1.592 -2.100  C75 1.091
86 H -0.154 0.604 -7.247  N76 1.018
87 H -1.183 1.319 -8.228  N76 1.016
88 C 2.060 -4.741 1.511  C89 1.510, H94 1.099, H95 1.090, H96 1.097
89 C 2.967 -3.986 2.452  C88 1.510, C90 1.533, N93 1.523, H97 1.097
90 C 4.316 -3.633 1.815  C89 1.533, O91 1.465, H98 1.095, H99 1.093
91 O 5.080 -3.043 2.917  C90 1.465, C92 1.416
92 C 6.455 -3.378 2.853  O91 1.416, H100 1.095, H101 1.095, H102 1.090
93 N 2.236 -2.750 2.959  C89 1.523, H103 1.025, H104 1.025
94 H 1.672 -4.078 0.724  C88 1.099
95 H 1.152 -5.144 1.960  C88 1.090
96 H 2.562 -5.529 0.936  C88 1.097
97 H 3.208 -4.700 3.249  C89 1.097
98 H 4.278 -2.825 1.077  C90 1.095
99 H 4.907 -4.439 1.374  C90 1.093
100 H 6.931 -2.906 1.988  C92 1.095
101 H 6.556 -4.468 2.822  C92 1.095
102 H 6.909 -3.008 3.773  C92 1.090
103 H 3.075 -2.180 2.812  N93 1.025
104 H 1.759 -2.470 2.097  N93 1.025

Values from the calculation:
Energy relative to the best compared isomer or geometry (same formula, charge and spin): 1.645 eV
E_HOMO: -6.43 eV
DFT total energy: -68394.2209 eV
Gap between HOMO and LUMO: 8.864 eV
Spin multiplicity: 1
Net charge: -1

=====

No. 4
The following is a DFT calculation (the ωB97M-V functional and the def2-TZVPD basis) of a single C7H6N2O3 molecule.

Last columns: bonded neighbours and bond lengths (Å).
Element x y z (Å)
1 O -3.528 -0.663 1.298  N2 1.240
2 N -2.527 -0.534 0.576  O1 1.240, O3 1.175, C4 1.395
3 O -1.713 -1.361 0.393  N2 1.175
4 C -2.336 0.710 -0.024  N2 1.395, N5 1.352, H13 1.144
5 N -1.236 1.043 -0.735  C4 1.352, O6 1.214, C7 1.438
6 O -1.204 1.988 -1.497  N5 1.214
7 C 0.007 0.399 -0.407  N5 1.438, C8 1.445, C12 1.388
8 C 0.371 0.243 0.983  C7 1.445, C9 1.361, H14 1.164
9 C 1.604 -0.215 1.333  C8 1.361, C10 1.440, H15 1.087
10 C 2.414 -0.808 0.301  C9 1.440, C11 1.366, H16 1.106
11 C 2.033 -0.638 -0.999  C10 1.366, C12 1.327, H17 1.119
12 C 0.921 -0.013 -1.367  C7 1.388, C11 1.327, H18 1.177
13 H -3.297 1.330 -0.076  C4 1.144
14 H -0.416 0.642 1.741  C8 1.164
15 H 1.914 -0.117 2.370  C9 1.087
16 H 3.423 -1.185 0.554  C10 1.106
17 H 2.596 -0.964 -1.909  C11 1.119
18 H 0.972 0.144 -2.533  C12 1.177

Values from the calculation:
Energy relative to the best compared isomer or geometry (same formula, charge and spin): 6.960 eV
E_HOMO (spin up / spin down): -9.78 / -9.78 eV
DFT total energy: -16472.1046 eV
Gap between HOMO and LUMO (spin up / spin down): 8.433 / 8.432 eV
Spin multiplicity: 1
Net charge: 0